Molecular formula: C48H112N16O16
Method: DFT, ωB97M-V/def2-TZVPD

## Properties
energy relative to the best compared isomer or geometry (same formula, charge and spin)	5.327	eV
strongest force on any atom	0.1210	hartree/bohr
E_tot	-3976.1832	Eh
HOMO-LUMO gap	8.10	eV
E_HOMO	-0.3012	hartree
total charge	0

Last column: Mulliken charge in e.
Cartesian coordinates (Å):
C (-4.539, 3.309, 5.791)  -1.12
C (-4.042, 1.852, 5.523)  0.89
O (-3.737, 1.120, 6.460)  -0.66
N (-4.063, 1.451, 4.259)  0.09
C (-3.523, 0.205, 3.660)  -0.33
H (-3.760, 3.940, 6.219)  0.24
H (-5.257, 3.346, 6.610)  0.36
H (-4.913, 3.752, 4.868)  0.27
H (-4.525, 2.066, 3.604)  0.18
H (-3.395, -0.572, 4.414)  0.58
H (-2.546, 0.280, 3.185)  -0.04
H (-4.089, -0.396, 2.949)  -0.43
C (2.733, -6.360, 0.559)  -1.22
C (2.500, -6.043, -0.872)  0.76
O (3.115, -6.624, -1.760)  -0.73
N (1.867, -4.936, -1.333)  0.41
C (1.175, -4.039, -0.487)  -0.35
H (1.860, -6.805, 1.037)  0.23
H (3.014, -5.557, 1.241)  0.27
H (3.514, -7.119, 0.593)  0.38
H (1.988, -4.815, -2.328)  0.20
H (0.238, -4.443, -0.102)  -0.21
H (1.071, -3.074, -0.983)  -0.01
H (1.760, -3.867, 0.417)  0.26
C (4.057, -0.531, -0.938)  0.00
C (4.965, -1.418, -1.752)  0.38
O (4.532, -1.734, -2.881)  -0.67
N (6.155, -1.680, -1.273)  -0.11
C (7.191, -2.509, -1.838)  -0.98
H (3.595, 0.279, -1.501)  -0.16
H (4.778, -0.035, -0.289)  0.47
H (3.373, -1.056, -0.271)  -0.07
H (6.462, -1.390, -0.356)  0.24
H (8.182, -2.151, -1.560)  0.35
H (7.103, -2.427, -2.921)  0.29
H (7.143, -3.583, -1.653)  0.30
C (-6.901, 2.500, -2.871)  -1.21
C (-5.877, 1.419, -2.549)  0.54
O (-5.976, 0.882, -1.461)  -0.54
N (-4.875, 1.094, -3.420)  0.13
C (-4.036, -0.083, -3.362)  -0.67
H (-7.945, 2.387, -2.578)  0.38
H (-6.761, 2.725, -3.928)  0.32
H (-6.569, 3.366, -2.298)  0.24
H (-4.577, 1.771, -4.107)  0.31
H (-3.225, 0.190, -2.686)  0.04
H (-3.873, -0.406, -4.390)  0.32
H (-4.607, -0.884, -2.892)  0.33
C (2.469, 3.581, 7.249)  -1.00
C (1.489, 4.085, 6.209)  0.79
O (1.605, 5.209, 5.808)  -0.63
N (0.449, 3.307, 5.858)  0.07
C (-0.622, 3.720, 4.907)  -0.79
H (2.402, 2.577, 7.668)  0.17
H (2.236, 4.171, 8.135)  0.29
H (3.493, 3.756, 6.918)  0.31
H (0.257, 2.448, 6.353)  0.12
H (-0.321, 4.394, 4.105)  0.47
H (-1.480, 4.193, 5.384)  0.21
H (-1.049, 2.850, 4.409)  -0.03
C (-3.189, 5.763, 1.156)  -1.53
C (-2.697, 4.335, 1.267)  0.53
O (-1.593, 4.080, 1.735)  -0.54
N (-3.549, 3.462, 0.751)  0.19
C (-3.345, 2.019, 0.757)  1.46
H (-3.764, 5.997, 0.260)  0.40
H (-2.456, 6.568, 1.102)  0.37
H (-3.666, 5.992, 2.109)  0.40
H (-4.525, 3.663, 0.922)  0.36
H (-4.301, 1.511, 0.885)  0.63
H (-2.646, 1.757, 1.551)  -0.84
H (-2.787, 1.828, -0.160)  -1.23
C (-0.797, -3.559, 4.254)  -0.27
C (-0.596, -4.629, 3.254)  0.63
O (0.471, -5.244, 3.209)  -0.68
N (-1.611, -5.029, 2.434)  -0.05
C (-1.531, -5.964, 1.336)  -1.03
H (-1.716, -2.975, 4.212)  0.06
H (0.018, -2.836, 4.225)  -0.08
H (-0.760, -4.146, 5.172)  0.35
H (-2.539, -4.631, 2.420)  0.19
H (-1.927, -5.833, 0.328)  0.40
H (-2.110, -6.853, 1.587)  0.40
H (-0.535, -6.347, 1.115)  0.16
C (0.515, 0.280, 2.389)  -0.12
C (0.376, -0.060, 0.872)  0.16
O (0.854, -1.110, 0.488)  -0.42
N (-0.150, 0.857, 0.165)  0.63
C (-0.310, 0.799, -1.294)  -1.21
H (1.583, 0.386, 2.580)  0.12
H (-0.159, -0.344, 2.976)  -0.10
H (0.051, 1.246, 2.592)  -0.05
H (-0.281, 1.738, 0.642)  0.08
H (-0.184, -0.206, -1.697)  -0.15
H (0.644, 1.162, -1.679)  0.94
H (-1.142, 1.278, -1.809)  -0.37
C (3.068, -0.336, 6.784)  -1.27
C (1.742, -0.383, 6.070)  0.76
O (1.586, -0.969, 4.999)  -0.37
N (0.671, 0.101, 6.784)  -0.12
C (-0.640, 0.098, 6.196)  -0.96
H (2.903, -0.514, 7.846)  0.46
H (3.381, 0.697, 6.632)  0.24
H (3.881, -0.946, 6.392)  0.10
H (0.794, 0.279, 7.770)  0.26
H (-1.318, 0.550, 6.920)  0.62
H (-0.905, -0.934, 5.966)  0.46
H (-0.728, 0.632, 5.251)  -0.18
C (-2.712, -2.043, -0.403)  0.45
C (-3.768, -2.028, 0.656)  0.08
O (-3.518, -2.678, 1.735)  -0.79
N (-4.893, -1.376, 0.390)  0.05
C (-6.019, -1.212, 1.325)  -1.16
H (-3.136, -2.604, -1.236)  0.59
H (-1.743, -2.361, -0.019)  0.12
H (-2.658, -1.088, -0.925)  -0.50
H (-5.117, -1.138, -0.566)  0.18
H (-6.891, -1.675, 0.862)  0.42
H (-6.151, -0.171, 1.622)  0.20
H (-5.842, -1.903, 2.149)  0.39
C (4.914, -0.426, -6.211)  -1.11
C (3.912, 0.636, -5.707)  0.81
O (3.311, 1.286, -6.546)  -0.67
N (3.691, 0.725, -4.421)  0.20
C (2.584, 1.573, -3.910)  -0.81
H (5.635, 0.136, -6.805)  0.39
H (4.360, -1.114, -6.851)  0.28
H (5.402, -1.032, -5.448)  0.19
H (4.174, 0.184, -3.719)  0.01
H (2.038, 2.025, -4.737)  0.44
H (3.061, 2.313, -3.267)  0.52
H (1.773, 1.043, -3.410)  -0.17
C (-1.867, 4.186, -6.254)  -1.24
C (-2.619, 3.691, -5.000)  0.61
O (-3.611, 3.013, -5.135)  -0.75
N (-2.138, 3.969, -3.815)  0.26
C (-2.710, 3.661, -2.533)  0.23
H (-0.834, 4.380, -5.968)  0.30
H (-2.213, 5.194, -6.480)  0.38
H (-1.880, 3.451, -7.059)  0.34
H (-1.193, 4.308, -3.705)  -0.10
H (-3.795, 3.765, -2.538)  0.41
H (-2.246, 4.126, -1.664)  -0.19
H (-2.577, 2.589, -2.387)  -0.54
C (-1.560, -3.471, -3.472)  0.28
C (-0.840, -4.849, -3.473)  0.32
O (-1.350, -5.719, -2.714)  -0.72
N (0.056, -5.144, -4.389)  -0.14
C (0.675, -6.477, -4.574)  -0.93
H (-2.636, -3.542, -3.631)  0.46
H (-1.292, -3.037, -4.435)  0.15
H (-1.295, -2.812, -2.645)  -0.66
H (-0.032, -4.547, -5.199)  0.39
H (1.447, -6.330, -5.329)  0.36
H (0.029, -7.264, -4.962)  0.30
H (1.205, -6.775, -3.669)  0.28
C (-0.852, 0.800, -5.883)  -0.69
C (-0.177, -0.340, -5.088)  0.08
O (-0.747, -0.607, -4.002)  -0.04
N (0.950, -0.935, -5.516)  0.00
C (1.662, -2.009, -4.798)  -0.62
H (-1.605, 1.332, -5.302)  -0.28
H (-1.394, 0.163, -6.581)  0.37
H (-0.224, 1.536, -6.385)  0.44
H (1.447, -0.329, -6.153)  0.25
H (1.296, -2.026, -3.771)  -0.06
H (2.750, -1.978, -4.868)  0.31
H (1.182, -2.881, -5.241)  0.28
C (4.133, -0.945, 2.609)  -0.21
C (5.299, -1.887, 2.791)  0.53
O (6.101, -2.034, 1.865)  -0.70
N (5.370, -2.478, 3.993)  -0.02
C (6.333, -3.453, 4.457)  -1.08
H (3.210, -1.400, 2.248)  0.02
H (4.354, -0.065, 2.005)  0.34
H (3.829, -0.588, 3.593)  0.02
H (4.701, -2.244, 4.712)  0.06
H (6.931, -3.292, 5.355)  0.32
H (7.077, -3.621, 3.678)  0.35
H (5.901, -4.454, 4.440)  0.36
C (0.617, 4.380, -1.107)  -0.12
C (1.285, 5.188, -2.252)  0.21
O (1.141, 4.809, -3.489)  -0.60
N (1.982, 6.318, -1.889)  -0.17
C (2.609, 7.192, -2.838)  -0.86
H (-0.334, 4.880, -0.923)  0.27
H (1.148, 4.550, -0.170)  0.63
H (0.564, 3.301, -1.252)  -0.46
H (2.139, 6.507, -0.909)  0.28
H (3.213, 6.495, -3.419)  0.27
H (3.236, 7.974, -2.410)  0.34
H (1.972, 7.786, -3.493)  0.26